[1]
C5H6F2N2 | ωB97M-V/def2-TZVPD

Summary:
HOMO = -0.34815 hartree
energy above the lowest of the compared OMol25 structures with the same formula, charge and spin = 33.1 kcal per mole
calculated total energy = -13695.9232 eV

Last columns: bonded neighbours and bond lengths (Å).
Atoms and positions in Å:
1 C -1.03 0.62 -1.32  C2 1.446, H10 1.204, H11 1.006, H12 1.042
2 C -0.60 0.36 0.03  C1 1.446, C3 1.356, N6 1.366
3 C -1.20 0.61 1.22  C2 1.356, C4 1.456, H13 1.058
4 C -0.24 0.06 2.17  C3 1.456, N5 1.328, H14 1.046
5 N 0.78 -0.51 1.54  C4 1.328, N6 1.333
6 N 0.59 -0.29 0.24  C2 1.366, N5 1.333, C7 1.519
7 C 1.71 -0.75 -0.67  N6 1.519, F8 1.365, F9 1.356, H15 1.117
8 F 1.76 -2.08 -0.98  C7 1.365
9 F 2.87 -0.34 -0.09  C7 1.356
10 H -2.24 0.59 -1.31  C1 1.204
11 H -0.77 1.55 -1.60  C1 1.006
12 H -0.77 -0.18 -1.93  C1 1.042
13 H -2.23 0.85 1.18  C3 1.058
14 H -0.27 -0.16 3.19  C4 1.046
15 H 1.62 -0.31 -1.69  C7 1.117

---

[2]
C5H6F2N2O | ωB97M-V/def2-TZVPD

Summary:
HOMO = -0.34714 hartree
energy above the lowest of the compared OMol25 structures with the same formula, charge and spin = 0.0 kcal per mole
calculated total energy = -15742.0681 eV

Last columns: bonded neighbours and bond lengths (Å).
Atoms and positions in Å:
1 C -0.57 1.71 -1.52  C2 1.549, H11 1.072, H12 1.165, H13 1.055
2 C 0.31 0.54 -1.02  C1 1.549, C3 1.521, H14 1.001, H15 1.143
3 C -0.29 -0.46 -0.05  C2 1.521, N4 1.406, C8 1.663, H16 1.214
4 N -0.25 -1.84 -0.33  C3 1.406, N5 1.204
5 N 0.12 -2.56 0.55  N4 1.204, C6 1.451
6 C 0.57 -1.91 1.77  N5 1.451, O7 1.199, C8 1.567
7 O 1.11 -2.40 2.72  C6 1.199
8 C 0.30 -0.39 1.51  C3 1.663, C6 1.567, F9 1.334, F10 1.338
9 F 1.41 0.31 1.75  C8 1.334
10 F -0.69 0.17 2.20  C8 1.338
11 H -1.58 1.42 -1.71  C1 1.072
12 H -0.07 2.12 -2.49  C1 1.165
13 H -0.64 2.49 -0.82  C1 1.055
14 H 1.14 1.02 -0.72  C2 1.001
15 H 0.58 -0.06 -1.96  C2 1.143
16 H -1.46 -0.17 0.11  C3 1.214

---

[3]
C5H6F2N3 | ωB97M-V/def2-TZVPD

Summary:
net charge = -1
HOMO = -0.13022 hartree
energy above the lowest of the compared OMol25 structures with the same formula, charge and spin = 0.0 kcal per mole
calculated total energy = -15188.7505 eV

Last columns: bonded neighbours and bond lengths (Å).
Atoms and positions in Å:
1 C -1.17 -2.40 -2.11  C3 1.509, C4 1.522, N8 1.430, F15 1.438
2 H -1.38 -2.50 -0.13  N8 1.063
3 C -0.18 -3.53 -2.18  C1 1.509, C11 1.426, C13 1.425
4 C -1.12 -1.47 -3.31  C1 1.522, H5 1.098, H6 1.098, H7 1.100
5 H -0.08 -1.37 -3.65  C4 1.098
6 H -1.73 -1.86 -4.14  C4 1.098
7 H -1.51 -0.48 -3.01  C4 1.100
8 N -1.04 -1.77 -0.83  C1 1.430, H2 1.063, H9 1.014
9 H -1.47 -0.85 -0.82  N8 1.014
10 H 1.41 -1.67 -0.42  F16 0.999
11 C -0.05 -4.51 -1.15  C3 1.426, N12 1.162
12 N 0.03 -5.28 -0.29  C11 1.162
13 C 0.14 -4.01 -3.48  C3 1.425, N14 1.163
14 N 0.44 -4.41 -4.53  C13 1.163
15 F -2.51 -2.92 -2.12  C1 1.438
16 F 2.31 -2.10 -0.33  H10 0.999

---

> HOMO of number 1 (C5H6F2N2)?

-0.34815 hartree

---

> The highest energy above the lowest of the compared OMol25 structures with the same formula, charge and spin belongs to which entry?

C5H6F2N2